Record 1
Entry from OMol25: one molecule with the formula C9H11N3OS at a distorted geometry (ωB97M-V/def2-TZVPD).

XYZ file:
```
25
Properties=species:S:1:pos:R:3
C 0.339 0.843 1.906
C 0.057 1.896 1.068
C 0.890 2.190 -0.092
C 1.476 1.357 -0.986
C 1.479 -0.081 -0.844
C 0.423 -0.732 -0.371
O 0.244 -2.009 0.052
C 1.405 -2.889 -0.169
N -0.869 -0.066 -0.310
C -1.384 0.890 -1.086
N -2.653 1.137 -0.923
C -3.058 0.091 -0.047
S -4.561 -0.405 0.476
N -1.882 -0.591 0.405
H -0.291 0.685 2.898
H 1.077 0.104 1.645
H -0.669 2.640 1.145
H 1.166 3.239 -0.129
H 2.068 1.777 -1.716
H 2.369 -0.535 -1.124
H 1.424 -3.203 -1.192
H 1.372 -3.729 0.484
H 2.329 -2.366 -0.016
H -0.756 1.390 -1.743
H -1.993 -1.631 0.671
```

- DFT total energy (Ha) = -987.0714
- energy relative to the best compared isomer or geometry (same formula, charge and spin) (kcal per mole) = 96.9
- SMILES = C=C/C=C\C=C(\OC)n1cnc(=S)[nH]1
- largest force on an atom (hartree/bohr) = 0.076

---

Record 2
Entry from OMol25: C9H11NO2S as an isolated structure at a distorted geometry (ωB97M-V/def2-TZVPD).

XYZ file:
```
24
Properties=species:S:1:pos:R:3
C -3.235 0.156 -0.903
C -2.439 -1.020 -0.954
C -2.785 1.284 -0.254
C -1.229 -0.935 -0.220
C -1.540 1.325 0.364
C -0.783 0.186 0.462
C 1.031 1.149 1.838
C 0.471 0.106 1.174
C 2.649 -1.681 -0.532
N 1.718 -0.757 -1.015
O 1.189 1.770 -1.030
O 3.238 0.837 0.021
S 1.933 0.635 -0.556
H -4.171 0.112 -1.461
H -2.728 -1.844 -1.572
H -3.417 2.098 -0.226
H -0.647 -1.948 -0.214
H -1.299 2.163 0.856
H 0.335 2.058 1.780
H 2.041 1.167 2.300
H 0.846 -0.916 1.154
H 3.251 -1.171 0.306
H 2.135 -2.600 -0.129
H 3.437 -2.174 -1.189
```

- DFT total energy (Ha) = -952.8155
- energy relative to the best compared isomer or geometry (same formula, charge and spin) (kcal per mole) = 111.7
- largest force on an atom (hartree/bohr) = 0.084

---

Record 3
Entry from OMol25: an isolated ion of composition C9H11NO3P and charge -1 at a distorted geometry (ωB97M-V/def2-TZVPD).

XYZ file:
```
25
Properties=species:S:1:pos:R:3
H -0.787 1.019 -1.907
N -1.579 0.544 -1.469
C -1.800 0.723 -0.259
C -1.008 1.594 0.600
C 0.500 1.581 0.259
C 1.229 0.314 0.154
C 2.565 0.418 0.212
C 3.382 -0.702 0.111
C 2.730 -1.923 -0.028
C 1.366 -2.044 0.046
C 0.590 -0.937 0.203
P -3.380 -0.266 0.292
O -4.631 0.606 0.163
O -3.102 -0.910 1.583
O -3.300 -1.330 -0.955
H -1.250 1.283 1.609
H -1.444 2.578 0.589
H 1.147 2.182 0.883
H 0.596 2.040 -0.833
H 2.939 1.393 0.112
H 4.457 -0.599 0.307
H 3.322 -2.803 -0.439
H 0.930 -3.054 0.268
H -0.421 -0.974 0.144
H -3.049 -0.734 -1.643
```

- DFT total energy (Ha) = -971.4904
- energy relative to the best compared isomer or geometry (same formula, charge and spin) (kcal per mole) = 35.7
- SMILES = [H]/N=C(\CCc1ccccc1)[P@](=O)([O-])O
- largest force on an atom (hartree/bohr) = 0.067
- charge = -1

---

Record 4
Entry from OMol25: one molecule with the formula C9H11NO4 at a distorted geometry (ωB97M-V/def2-TZVPD).

XYZ file:
```
25
Properties=species:S:1:pos:R:3
C 1.206 1.949 -0.191
C 1.225 0.508 -0.036
C 2.643 0.290 0.187
C 3.556 -0.966 0.004
C 0.303 -0.494 0.013
C -1.726 0.657 -1.197
C -1.528 0.543 1.321
C -2.071 -1.573 -0.098
C -1.243 -0.171 0.049
N 2.349 2.458 -0.001
O 3.632 -1.900 0.731
O 3.248 1.429 0.121
O 3.832 -0.751 -1.167
O 0.791 -1.704 0.167
H 0.384 2.733 -0.101
H -2.704 0.926 -0.999
H -1.532 0.148 -2.109
H -1.229 1.604 -1.259
H -1.087 1.430 1.117
H -2.497 0.619 1.578
H -0.944 0.064 2.096
H -1.844 -2.079 -1.027
H -3.003 -1.278 -0.072
H -1.774 -2.137 0.742
H 0.012 -2.305 0.131
```

- DFT total energy (Ha) = -705.0997
- energy relative to the best compared isomer or geometry (same formula, charge and spin) (kcal per mole) = 129.0
- largest force on an atom (hartree/bohr) = 0.119

---

Record 5
Entry from OMol25: one molecule with the formula C9H11O2P at a distorted geometry (ωB97M-V/def2-TZVPD).

XYZ file:
```
23
Properties=species:S:1:pos:R:3
C -2.123 2.518 -2.044
C -0.770 2.544 -2.097
C -2.673 1.705 -1.096
C 0.059 1.745 -1.358
C -1.904 0.890 -0.219
C -0.538 0.949 -0.333
C 0.487 -0.842 1.050
C -0.567 -1.776 0.742
C 3.080 -2.073 1.468
O 0.479 0.310 0.552
O 0.960 -3.131 2.817
P 1.608 -1.760 2.768
H -2.638 3.207 -2.673
H -0.235 3.073 -2.880
H -3.820 1.676 -0.950
H 1.089 1.680 -1.649
H -2.129 0.281 0.600
H -1.310 -1.525 0.068
H -1.077 -2.083 1.630
H 0.063 -2.581 0.378
H 3.753 -1.226 1.294
H 3.821 -2.874 1.896
H 2.630 -2.529 0.472
```

- DFT total energy (Ha) = -841.2396
- energy relative to the best compared isomer or geometry (same formula, charge and spin) (kcal per mole) = 127.5
- largest force on an atom (hartree/bohr) = 0.073

---

Record 6
Entry from OMol25: a 2-piece molecular cluster, C9H11O3 overall at a distorted geometry (ωB97M-V/def2-TZVPD).

XYZ file:
```
23
Properties=species:S:1:pos:R:3
C 2.001 -3.403 0.177
C -1.218 -1.396 0.686
C -0.369 -2.460 0.505
C -0.754 -0.030 0.684
C 1.016 -2.277 0.377
C 0.662 0.107 0.791
C 1.496 -0.986 0.598
O -1.577 0.943 0.544
H -2.301 -1.402 0.826
H -0.759 -3.468 0.362
H -1.170 1.258 -1.270
H 1.017 1.132 0.903
H 2.796 -3.323 0.908
H 2.458 -3.354 -0.810
H 2.540 -0.748 0.358
H 1.579 -4.405 0.228
C -1.072 3.632 -0.206
C -1.054 3.189 -1.640
O -1.210 3.957 -2.559
O -0.778 1.905 -1.906
H -0.407 3.005 0.372
H -2.049 3.436 0.217
H -0.849 4.689 -0.146
```

- DFT total energy (Ha) = -575.3297
- energy relative to the best compared isomer or geometry (same formula, charge and spin) (kcal per mole) = 18.0
- largest force on an atom (hartree/bohr) = 0.026
- charge = -1